No. 1
The following is a quantum chemistry calculation of 2 unconnected molecules or ions with the total composition C2H6OSe2 in a non-equilibrium geometry, from OMol25.

Geometry as ORCA input:
```
! wB97M-V def2-TZVPD RIJCOSX def2/J DEFGRID3
* xyz 0 1
C 0.32 1.05 1.14
C 0.53 0.01 -0.90
O 0.34 1.11 -0.14
Se -2.85 -0.84 -0.15
Se 2.24 -0.80 -0.05
H 0.60 0.22 1.64
H 0.23 1.94 1.70
H 0.87 0.40 -1.87
H -0.32 -0.66 -1.14
H -4.17 -0.18 -0.06
H 2.21 -2.25 -0.18
*
```

Summary:
- relative energy (zero: lowest compared OMol25 entry of this formula, charge and spin) (kcal/mol) = 64.5
- orbital gap (spin up / spin down) (eV) = 9.37 / 4.78



No. 2
The following is a quantum chemistry calculation of a gas-phase ion, C6H12NO (charge -1) in a non-equilibrium geometry, from OMol25.

Geometry as ORCA input:
```
! wB97M-V def2-TZVPD RIJCOSX def2/J DEFGRID3
* xyz -1 1
C -1.88 -1.13 -0.44
O -0.97 -1.11 -1.41
C -1.35 -0.59 0.98
C -1.29 0.89 1.03
C -0.21 1.50 0.02
N 2.99 -0.49 -0.11
C 1.71 0.04 -0.43
C 1.18 1.00 0.34
H -2.73 -0.36 -0.61
H -2.53 -2.05 -0.34
H -0.41 -1.11 1.09
H -2.21 -1.01 1.53
H -0.87 1.12 2.03
H -2.19 1.45 0.78
H -0.38 2.57 0.15
H -0.53 1.08 -0.93
H 3.65 0.25 0.10
H 3.40 -1.15 -0.74
H 0.98 -0.66 -0.87
H 1.74 1.42 1.17
*
```

Summary:
- structure (SMILES) = N/C=C/CCCC[O-]
- relative energy (zero: lowest compared OMol25 entry of this formula, charge and spin) (kcal/mol) = 21.2
- orbital gap (eV) = 6.45



No. 3
The following is a quantum chemistry calculation of a gas-phase ion, C51H59N4O (charge +1) in a non-equilibrium geometry, from OMol25.

Geometry as ORCA input:
```
! wB97M-V def2-TZVPD RIJCOSX def2/J DEFGRID3
* xyz 1 1
C 6.56 2.13 3.64
O 6.04 0.82 3.93
C 4.70 0.68 3.75
C 3.89 1.73 3.26
C 2.58 1.45 2.86
C 2.00 0.16 3.05
C 0.64 -0.10 2.62
N 0.33 -1.31 2.00
C 1.25 -2.37 1.64
C 1.07 -3.69 2.13
C -0.10 -4.20 2.99
C 0.39 -4.78 4.32
C -0.87 -5.31 2.28
C 2.02 -4.65 1.73
C 3.12 -4.36 0.93
C 3.26 -3.07 0.44
C 2.29 -2.10 0.72
C 2.29 -0.77 -0.05
C 1.64 -0.97 -1.40
C 3.66 -0.13 -0.02
N -0.98 -1.45 1.91
N -1.54 -0.27 2.30
C -2.99 -0.23 2.29
C -3.73 -0.96 3.25
C -3.03 -1.91 4.24
C -3.90 -3.08 4.70
C -2.50 -1.13 5.44
C -5.11 -0.80 3.31
C -5.78 -0.06 2.33
C -5.06 0.51 1.28
C -3.68 0.30 1.19
C -2.95 0.61 -0.12
C -3.15 2.06 -0.54
C -3.38 -0.35 -1.23
C -0.51 0.68 2.59
C -0.74 2.08 3.08
C 2.83 -0.84 3.65
C 4.15 -0.62 3.96
H 7.64 2.07 3.80
H 6.33 2.42 2.60
H 6.11 2.87 4.32
H 4.28 2.74 3.08
H 1.97 2.24 2.42
H -0.74 -3.34 3.15
H 0.99 -4.07 4.90
H -0.47 -5.05 4.93
H 0.98 -5.68 4.16
H -1.24 -4.99 1.31
H -0.23 -6.19 2.13
H -1.72 -5.60 2.90
H 1.85 -5.67 2.08
H 3.82 -5.15 0.65
H 4.09 -2.82 -0.23
H 1.61 -0.11 0.50
H 0.62 -1.36 -1.28
H 1.56 -0.01 -1.92
H 2.18 -1.68 -2.03
H 4.05 -0.17 1.00
H 4.36 -0.65 -0.68
H 3.60 0.93 -0.31
H -2.18 -2.33 3.69
H -4.32 -3.63 3.86
H -3.30 -3.78 5.30
H -4.72 -2.73 5.34
H -1.88 -0.30 5.13
H -3.35 -0.74 6.03
H -1.91 -1.78 6.09
H -5.68 -1.27 4.10
H -6.86 0.06 2.39
H -5.59 1.06 0.50
H -1.88 0.45 0.07
H -2.80 2.73 0.27
H -2.57 2.27 -1.45
H -4.22 2.28 -0.73
H -3.27 -1.40 -0.93
H -4.44 -0.16 -1.49
H -2.78 -0.18 -2.14
H -1.79 2.14 3.45
H 0.03 2.31 3.89
H 2.35 -1.80 3.90
H 4.79 -1.43 4.30
C -3.92 5.38 2.19
C -2.86 5.39 3.23
N -2.99 6.29 4.26
C -1.92 6.16 5.12
C -1.05 5.16 4.58
C 0.23 5.13 5.11
C 0.58 5.89 6.23
C -0.32 6.84 6.76
C -1.58 6.99 6.18
C -1.69 4.63 3.41
C -1.08 3.55 2.51
C 0.14 4.15 1.83
C 0.66 5.39 2.07
C 1.82 5.81 1.48
C 2.41 5.04 0.46
C 3.62 5.54 -0.24
C 1.80 3.84 0.11
C 0.65 3.40 0.77
H -3.47 5.08 1.24
H -4.75 4.69 2.40
H -4.35 6.39 2.05
H -3.70 7.01 4.34
H 1.03 4.56 4.65
H 1.55 5.73 6.70
H -0.02 7.48 7.57
H -2.30 7.76 6.51
H -1.89 3.54 1.71
H 0.23 6.05 2.81
H 2.28 6.75 1.79
H 3.93 4.83 -1.02
H 3.50 6.54 -0.68
H 4.44 5.61 0.50
H 2.19 3.24 -0.71
H 0.17 2.46 0.52
*
```

Summary:
- relative energy (zero: lowest compared OMol25 entry of this formula, charge and spin) (kcal/mol) = 49.4
- orbital gap (eV) = 6.89



No. 4
The following is a quantum chemistry calculation of a molecular structure, C29H42DyI2N10O6P2 in a non-equilibrium geometry, from OMol25.

Geometry as ORCA input:
```
! wB97M-V def2-TZVPD RIJCOSX def2/J DEFGRID3
* xyz -1 6
Dy -0.13 -0.85 -1.35
C 1.02 0.02 -5.27
P 1.05 -1.25 -3.93
C 0.59 -2.72 -4.92
C 2.88 -1.48 -3.80
C 3.44 -0.39 -2.89
P 2.67 -0.39 -1.17
C 2.96 1.42 -0.88
C 4.10 -1.07 -0.23
H 1.67 -0.29 -6.09
H 1.36 0.98 -4.87
H 0.00 0.13 -5.63
H 1.22 -2.82 -5.80
H -0.45 -2.64 -5.23
H 0.70 -3.61 -4.30
H 3.34 -1.45 -4.79
H 3.06 -2.46 -3.36
H 3.23 0.59 -3.32
H 4.53 -0.50 -2.79
H 3.99 1.69 -1.13
H 2.77 1.66 0.16
H 2.27 1.97 -1.51
H 4.99 -0.47 -0.44
H 4.27 -2.10 -0.53
H 3.89 -1.04 0.83
N -2.80 1.06 -0.36
C -2.00 1.23 -1.17
C -3.76 -2.18 2.97
C -3.39 -2.31 1.53
C -3.80 -3.20 0.57
C -3.11 -2.85 -0.61
N -2.32 -1.81 -0.37
N -2.50 -1.51 0.93
C -3.27 -3.50 -1.94
H -4.39 -3.02 3.26
H -4.31 -1.25 3.15
H -2.87 -2.17 3.60
H -4.52 -4.00 0.67
H -2.10 -0.67 1.30
H -3.65 -4.51 -1.82
H -2.32 -3.52 -2.47
H -3.97 -2.94 -2.56
C -1.40 2.65 -3.08
C -1.16 1.33 -2.35
O 0.13 0.96 -2.24
H -0.91 2.61 -4.06
H -0.98 3.46 -2.50
H -2.47 2.82 -3.22
C -2.33 3.14 2.16
C -1.13 3.69 1.48
N -0.65 3.32 0.32
C 0.50 4.04 0.12
C 0.73 4.87 1.17
N -0.31 4.64 2.06
C -0.55 5.44 3.22
N -0.90 4.66 4.37
N -1.98 4.98 5.12
N -2.06 4.20 6.12
C -1.01 3.30 6.06
C -0.66 2.25 6.91
C 0.46 1.52 6.57
C 1.22 1.83 5.43
C 0.89 2.87 4.59
C -0.25 3.60 4.93
H -2.86 2.50 1.46
H -3.00 3.93 2.51
H -2.03 2.54 3.02
H 1.08 3.92 -0.78
H 1.52 5.56 1.39
H -1.37 6.14 3.08
H 0.36 6.01 3.42
H -1.26 2.02 7.78
H 0.77 0.69 7.19
H 2.09 1.22 5.20
H 1.48 3.10 3.71
O 0.62 -1.68 0.60
N 0.87 -0.48 0.82
O 1.81 -0.13 1.53
O 0.04 0.35 0.40
I -2.21 -0.31 -3.50
I -3.66 -2.20 -5.52
O -0.19 -2.95 -1.83
C 0.76 -3.63 -1.37
C 0.53 -4.97 -0.69
C 1.95 -5.43 -0.39
C 2.82 -4.27 -0.91
O 4.03 -4.27 -0.87
N 2.03 -3.27 -1.43
H -0.03 -5.64 -1.34
H -0.06 -4.79 0.21
H 2.23 -6.34 -0.93
H 2.16 -5.59 0.66
*
```

Summary:
- relative energy (zero: lowest compared OMol25 entry of this formula, charge and spin) (kcal/mol) = 0.0
- orbital gap (spin up / spin down) (eV) = 6.00 / 6.01



No. 5
The following is a quantum chemistry calculation of 2 unconnected molecules or ions with the total composition C5H6N2S in a non-equilibrium geometry, from OMol25.

Geometry as ORCA input:
```
! wB97M-V def2-TZVPD RIJCOSX def2/J DEFGRID3
* xyz 0 1
C -0.20 2.24 -1.01
C 0.02 0.36 0.14
C -0.37 1.17 1.13
C -2.99 -1.15 -0.68
C 0.55 -1.03 0.41
N 0.16 0.98 -1.08
N -3.20 -0.84 0.41
S -0.82 2.67 0.52
H -0.13 3.06 -1.71
H -2.94 -1.41 -1.62
H -0.52 0.83 2.14
H 0.16 -1.67 -0.42
H 1.61 -1.09 0.42
H 0.43 -1.49 1.49
*
```

Summary:
- structure (SMILES) = Cc1cscn1.C#N
- relative energy (zero: lowest compared OMol25 entry of this formula, charge and spin) (kcal/mol) = 46.0
- orbital gap (eV) = 9.95



No. 6
The following is a quantum chemistry calculation of a molecular structure, C25H58CoN2O2Si3 in a non-equilibrium geometry, from OMol25.

Geometry as ORCA input:
```
! wB97M-V def2-TZVPD RIJCOSX def2/J DEFGRID3
* xyz 1 5
O -1.38 -1.91 -3.23
O 0.94 1.38 -6.12
C -0.28 -2.74 -3.66
C -0.72 -4.19 -3.67
H 0.53 -2.57 -2.93
H 0.08 -2.47 -4.67
H -0.95 -4.52 -2.65
H 0.09 -4.81 -4.08
H -1.61 -4.34 -4.30
C -1.83 -0.85 -4.08
C -1.65 -1.04 -5.58
H -1.31 0.08 -3.75
H -2.90 -0.71 -3.83
H -0.70 -0.59 -5.88
H -2.46 -0.52 -6.11
H -1.68 -2.10 -5.86
C 0.56 2.52 -5.36
C 2.33 1.09 -6.16
C -0.85 2.92 -5.75
H 1.24 3.35 -5.59
H 0.60 2.34 -4.26
H -0.93 3.07 -6.83
H -1.10 3.87 -5.26
H -1.56 2.14 -5.44
C 2.73 0.67 -7.56
H 2.58 0.28 -5.45
H 2.93 1.98 -5.86
H 2.11 -0.15 -7.91
H 3.78 0.38 -7.56
H 2.59 1.51 -8.24
H 1.47 0.37 -0.56
Co -1.28 -0.95 0.47
C 1.85 0.35 -1.59
Si 3.66 0.77 -1.28
H 1.66 -0.63 -2.07
H 1.30 1.13 -2.13
C 4.79 -0.46 -2.13
C 3.52 0.33 0.57
C 3.52 2.65 -1.45
C -2.53 -1.92 -0.44
Si -3.49 -0.28 -0.39
H -2.99 -2.70 0.21
H -2.23 -2.38 -1.39
C -4.94 -0.67 -1.56
C -2.68 1.28 -1.10
C -4.16 0.14 1.32
H 2.86 2.93 -2.29
H 4.48 3.18 -1.57
H 3.04 3.04 -0.54
H 4.48 -1.47 -1.82
H 5.85 -0.34 -1.84
H 4.73 -0.43 -3.24
H 3.24 -0.74 0.68
H 2.69 0.91 1.04
H 4.44 0.52 1.14
H -2.92 1.37 -2.17
H -1.58 1.30 -1.02
H -3.07 2.18 -0.61
H -4.77 1.06 1.30
H -3.38 0.30 2.08
H -4.80 -0.67 1.68
H -5.83 -0.07 -1.32
H -5.19 -1.73 -1.49
H -4.67 -0.46 -2.61
C 1.17 -3.68 -0.07
C 0.91 -2.98 1.23
C 1.54 -3.31 2.43
C 1.41 -2.49 3.55
C 0.76 -1.26 3.41
C 0.16 -0.97 2.20
N 0.09 -1.91 1.19
N -0.45 0.16 1.72
Si -0.35 1.78 2.49
C -1.76 1.81 3.69
C 1.28 2.10 3.35
C -0.51 3.06 1.14
H 0.24 -3.92 -0.62
H 1.80 -3.06 -0.74
H 1.72 -4.61 0.11
H 2.15 -4.23 2.45
H 1.85 -2.78 4.50
H 0.70 -0.54 4.23
H -1.90 0.82 4.17
H -1.53 2.53 4.49
H -2.71 2.09 3.22
H 2.06 2.44 2.65
H 1.10 2.90 4.08
H 1.67 1.24 3.90
H 0.33 3.03 0.43
H -1.44 2.98 0.57
H -0.49 4.06 1.62
*
```

Summary:
- orbital gap (spin up / spin down) (eV) = 7.85 / 6.15



no.,electronic energy (eV)
1,-134906.3733
2,-9952.4250
3,-61845.7054
4,-116805.6237
5,-19096.0153
6,-95193.8524